Computed, not measured: one molecule with the formula C5H6O2, with ωB97M-V with the def2-TZVPD basis set.

Atoms and positions in Å:
O 1.853 -2.581 -1.662
C 1.014 -1.781 -1.328
C 0.533 -1.671 0.117
C -0.344 -0.524 0.334
C -0.921 0.519 0.520
C -1.209 1.950 0.687
O 0.003 2.677 0.614
H 0.550 -1.077 -2.050
H 0.084 -2.624 0.425
H 1.427 -1.526 0.735
H -1.930 2.290 -0.068
H -1.636 2.148 1.673
H 0.577 2.198 0.002

Calculated values
LUMO level, Eh: 0.0244
Relative energy (zero: lowest compared OMol25 entry of this formula, charge and spin), eV: 2.534
Molecular weight, g mol⁻¹: 98.10
Largest force on an atom, eV Å⁻¹: 0.772
Multiplicity: 1